Here is the molecule C5H5FS in a non-equilibrium geometry from the Open Molecules 2025 dataset. Energies are from ωB97M-V/def2-TZVPD.

Summary:
SMILES string = C=C(F)C(=C)C=S
energy above the lowest of the compared OMol25 structures with the same formula, charge and spin = 275.24 kJ/mol
HOMO level = -8.73 eV
molar mass = 116.2 g mol⁻¹
F_max = 3.79 eV/Å
lowest unoccupied orbital energy = -0.72 eV
frontier orbital gap = 8.0149 eV

```
! RIJCOSX wB97M-V def2-TZVPD def2/J DEFGRID3
* xyz 0 1
S 2.451 -1.470 0.893
F 1.105 1.054 1.358
C -1.190 -0.979 -0.475
C 0.037 2.031 -0.673
C -0.057 -0.443 0.002
C 0.821 -1.478 0.674
C 0.406 0.936 0.038
H -0.739 2.108 -1.608
H -2.082 -0.522 -0.844
H -1.593 -1.958 -0.269
H 0.102 -2.262 1.194
H 0.739 2.982 -0.290
*
```

Here is a structure of composition C5H5KO from the Open Molecules 2025 dataset. Energies are from ωB97M-V/def2-TZVPD.

Summary:
energy above the lowest of the compared OMol25 structures with the same formula, charge and spin = 144.53 kJ/mol
HOMO level (alpha / beta) = -10.92 / -12.07 eV
molar mass = 120.2 g mol⁻¹
F_max = 0.88 eV/Å
lowest unoccupied orbital energy (alpha / beta) = -4.10 / -4.03 eV
frontier orbital gap (alpha / beta) = 6.8242 / 8.0346 eV

```
! RIJCOSX wB97M-V def2-TZVPD def2/J DEFGRID3
* xyz 1 2
K 7.735 -1.687 8.529
O 6.454 -1.754 6.193
C 5.412 -1.866 3.954
C 1.131 -0.984 2.453
C 4.739 -1.851 2.883
C 5.873 -1.767 5.166
C 1.699 0.176 2.119
H 1.970 0.403 1.086
H 0.912 -1.748 1.704
H 1.928 0.937 2.870
H 4.671 -2.128 1.837
H 0.873 -1.215 3.489
*
```